[1]
Below is a 2-piece molecular cluster, C5H15N2 overall in a non-equilibrium geometry, with properties calculated with ωB97M-V/def2-TZVPD.

Its net charge is +1. The frontier orbital gap comes out at 5.205 eV. The total energy comes out at -308.58376 Eh. For the energy above the lowest of the compared OMol25 structures with the same formula, charge and spin, the calculation gives 131.1 kcal/mol. The molecular weight comes out at 103.2 g mol⁻¹. Its LUMO energy is -8.28 eV.

Each atom is followed by the atoms it is bonded to, with distances in Å.
Atoms and positions in Å:
1 N -0.42 -1.46 -0.81  C2 1.475, H8 1.017, H17 1.007
2 C 0.97 -1.12 -0.42  N1 1.475, C3 1.502, C4 1.546, H11 1.098
3 C 1.68 -2.29 0.20  C2 1.502, H12 1.085, H13 1.072, H14 1.084
4 C 0.82 0.06 0.58  C2 1.546, N5 1.378, H15 1.107, H16 1.098
5 N 0.29 1.15 -0.06  C4 1.378, C6 1.390
6 C 0.22 2.36 0.63  N5 1.390, C7 1.583, H18 1.088, H19 1.094
7 C -1.04 2.31 1.58  C6 1.583, H20 1.087, H21 1.081, H22 1.081
8 H -0.38 -2.07 -1.62  N1 1.017
9 H -3.65 -1.41 -4.28  H10 0.757
10 H -3.87 -1.17 -3.60  H9 0.757
11 H 1.49 -0.66 -1.27  C2 1.098
12 H 2.56 -1.98 0.75  C3 1.085
13 H 1.07 -2.76 0.95  C3 1.072
14 H 1.99 -3.02 -0.53  C3 1.084
15 H 1.79 0.32 1.04  C4 1.107
16 H 0.22 -0.29 1.43  C4 1.098
17 H -0.95 -0.61 -0.91  N1 1.007
18 H 0.07 3.16 -0.10  C6 1.088
19 H 1.15 2.57 1.17  C6 1.094
20 H -1.91 2.45 0.95  C7 1.087
21 H -1.12 1.33 2.03  C7 1.081
22 H -0.97 3.13 2.28  C7 1.081



[2]
Below is a 2-piece molecular cluster, C5H15N2 overall, with properties calculated with ωB97M-V/def2-TZVPD.

Its net charge is +1. The frontier orbital gap comes out at 9.423 eV. The total energy comes out at -308.75961 Eh. For the energy above the lowest of the compared OMol25 structures with the same formula, charge and spin, the calculation gives 20.7 kcal/mol. The molecular weight comes out at 103.2 g mol⁻¹. Its LUMO energy is -2.94 eV.

Each atom is followed by the atoms it is bonded to, with distances in Å.
Atoms and positions in Å:
1 C 1.74 -1.08 -1.07  C2 1.339, H4 1.088, H5 1.080
2 C 1.20 -2.14 -0.45  C1 1.339, N3 1.372, H6 1.085
3 N 0.20 -2.95 -0.93  C2 1.372, H7 1.008, H8 1.007
4 H 1.40 -0.80 -2.06  C1 1.088
5 H 2.66 -0.66 -0.69  C1 1.080
6 H 1.61 -2.48 0.49  C2 1.085
7 H -0.31 -2.61 -1.73  N3 1.008
8 H -0.40 -3.36 -0.24  N3 1.007
9 C -1.77 -0.17 1.21  C10 1.516, H13 1.090, H14 1.083, H15 1.085
10 C -0.99 1.12 1.14  C9 1.516, N11 1.506, H16 1.089, H17 1.087
11 N -0.15 1.18 -0.11  C10 1.506, C12 1.488, H18 1.024, H19 1.044
12 C 0.57 2.47 -0.30  N11 1.488, H20 1.082, H21 1.084, H22 1.084
13 H -1.10 -1.02 1.09  C9 1.090
14 H -2.26 -0.23 2.17  C9 1.083
15 H -2.54 -0.22 0.44  C9 1.085
16 H -1.62 2.01 1.11  C10 1.089
17 H -0.29 1.21 1.96  C10 1.087
18 H -0.76 0.99 -0.91  N11 1.024
19 H 0.54 0.40 -0.12  N11 1.044
20 H -0.09 3.22 -0.71  C12 1.082
21 H 1.42 2.32 -0.95  C12 1.084
22 H 0.94 2.81 0.66  C12 1.084



[3]
Below is a 3-piece molecular cluster, C5H15N2 overall in a non-equilibrium geometry, with properties calculated with ωB97M-V/def2-TZVPD.

Its net charge is +1. The frontier orbital gap comes out at 2.644 eV. The total energy comes out at -308.52264 Eh. For the energy above the lowest of the compared OMol25 structures with the same formula, charge and spin, the calculation gives 169.4 kcal/mol. The molecular weight comes out at 103.2 g mol⁻¹. Its LUMO energy is -9.70 eV.

Each atom is followed by the atoms it is bonded to, with distances in Å.
Atoms and positions in Å:
1 N -2.35 -0.77 0.20  H8 0.976, H9 1.002, H10 1.033
2 C -1.90 -3.18 -2.76  C3 1.342, H11 1.108, H12 1.082
3 C -0.68 -2.67 -2.54  C2 1.342, H13 1.094, H14 1.109
4 N 0.50 0.76 0.17  C6 1.443, H15 1.010
5 C 0.58 1.85 2.26  C6 1.527, H16 1.098, H17 1.140, H18 1.133
6 C 1.19 1.83 0.86  N4 1.443, C5 1.527, C7 1.521, H19 1.116
7 C 2.70 1.65 0.93  C6 1.521, H20 1.133, H21 1.073, H22 1.099
8 H -2.51 -1.28 1.02  N1 0.976
9 H -1.49 -0.26 0.29  N1 1.002
10 H -3.15 -0.12 0.16  N1 1.033
11 H -2.74 -2.77 -2.18  C2 1.108
12 H -2.03 -3.90 -3.56  C2 1.082
13 H -0.51 -1.94 -1.75  C3 1.094
14 H 0.15 -3.02 -3.20  C3 1.109
15 H 0.75 0.81 -0.81  N4 1.010
16 H 0.89 2.68 2.90  C5 1.098
17 H 0.88 0.87 2.76  C5 1.140
18 H -0.54 1.90 2.08  C5 1.133
19 H 0.97 2.82 0.39  C6 1.116
20 H 3.24 2.38 1.61  C7 1.133
21 H 2.90 0.65 1.25  C7 1.073
22 H 3.15 1.72 -0.07  C7 1.099



[4]
Below is a 2-piece molecular cluster, C5H15N2O overall, with properties calculated with ωB97M-V/def2-TZVPD.

Its net charge is -1. The frontier orbital gap comes out at 7.009 eV. The total energy comes out at -384.22200 Eh. For the energy above the lowest of the compared OMol25 structures with the same formula, charge and spin, the calculation gives 18.0 kcal/mol. The molecular weight comes out at 119.2 g mol⁻¹. Its LUMO energy is 4.07 eV.

Each atom is followed by the atoms it is bonded to, with distances in Å.
Atoms and positions in Å:
1 C 0.11 0.91 2.21  N2 1.462, H5 1.095, H6 1.094, H7 1.089
2 N -0.29 -0.46 2.48  C1 1.462, C3 1.459, C4 1.455
3 C -1.55 -0.75 1.80  N2 1.459, H8 1.096, H9 1.096, H10 1.098
4 C 0.73 -1.36 1.97  N2 1.455, H11 1.096, H12 1.093, H13 1.100
5 H -0.62 1.60 2.66  C1 1.095
6 H 0.17 1.09 1.13  C1 1.094
7 H 1.07 1.09 2.68  C1 1.089
8 H -1.87 -1.76 2.06  C3 1.096
9 H -2.33 -0.07 2.16  C3 1.096
10 H -1.43 -0.68 0.71  C3 1.098
11 H 0.47 -2.39 2.24  C4 1.096
12 H 1.68 -1.10 2.46  C4 1.093
13 H 0.81 -1.25 0.88  C4 1.100
14 C -0.48 1.11 -3.25  N15 1.459, H18 1.095, H19 1.093, H20 1.093
15 N 0.65 0.19 -3.15  C14 1.459, C16 1.501, H21 1.018
16 C 1.13 0.12 -1.73  N15 1.501, O17 1.337, H22 1.122, H23 1.115
17 O 0.19 -0.14 -0.81  C16 1.337
18 H -1.35 0.76 -2.68  C14 1.095
19 H -0.75 1.28 -4.29  C14 1.093
20 H -0.17 2.06 -2.81  C14 1.093
21 H 0.29 -0.74 -3.36  N15 1.018
22 H 1.61 1.13 -1.59  C16 1.122
23 H 1.94 -0.64 -1.74  C16 1.115



[5]
Below is an isolated ion of composition C5H15N2O and charge +1 in a non-equilibrium geometry, with properties calculated with ωB97M-V/def2-TZVPD.

Its SMILES is CNC[C@H]([NH3+])[C@@H](C)O. Its net charge is +1. The frontier orbital gap comes out at 8.798 eV. The total energy comes out at -383.96656 Eh. For the energy above the lowest of the compared OMol25 structures with the same formula, charge and spin, the calculation gives 53.0 kcal/mol. The molecular weight comes out at 119.2 g mol⁻¹. Its LUMO energy is -3.36 eV.

Each atom is followed by the atoms it is bonded to, with distances in Å.
Atoms and positions in Å:
1 N -1.41 0.45 -1.71  C2 1.500, H9 1.032, H10 1.021, H11 1.020
2 C -0.31 0.42 -0.70  N1 1.500, C3 1.625, C6 1.603, H12 1.081
3 C 0.60 -0.79 -1.29  C2 1.625, C4 1.492, O5 1.413, H13 1.113
4 C 2.00 -0.75 -0.79  C3 1.492, H14 1.088, H15 1.102, H16 1.087
5 O -0.17 -1.91 -0.90  C3 1.413, H17 0.961
6 C -0.95 -0.04 0.69  C2 1.603, N7 1.431, H18 1.096, H19 1.094
7 N -0.96 1.04 1.63  C6 1.431, C8 1.458, H20 1.005
8 C 0.10 1.08 2.62  N7 1.458, H21 1.085, H22 1.084, H23 1.121
9 H -1.78 -0.51 -1.61  N1 1.032
10 H -1.03 0.52 -2.66  N1 1.021
11 H -2.16 1.14 -1.64  N1 1.020
12 H 0.14 1.36 -0.40  C2 1.081
13 H 0.63 -0.74 -2.40  C3 1.113
14 H 2.68 -0.12 -1.36  C4 1.088
15 H 2.39 -1.78 -0.83  C4 1.102
16 H 2.04 -0.53 0.27  C4 1.087
17 H 0.37 -2.68 -0.73  O5 0.961
18 H -0.36 -0.82 1.19  C6 1.096
19 H -1.84 -0.67 0.59  C6 1.094
20 H -1.24 1.97 1.37  N7 1.005
21 H -0.12 1.87 3.33  C8 1.085
22 H 0.27 0.14 3.13  C8 1.084
23 H 1.11 1.38 2.21  C8 1.121



Number 1: highest occupied orbital energy -13.48 eV. Number 2: highest occupied orbital energy -12.36 eV. Number 3: highest occupied orbital energy -12.34 eV. Number 4: highest occupied orbital energy -2.94 eV. Number 5: highest occupied orbital energy -12.16 eV.